The following is a DFT calculation (wB97M-V/def2-TZVPD) of C28H38N4O3P2PtS as an isolated structure at a distorted geometry.

Calculated total energy in eV: -74410.6059
<S²>: 2.005
HOMO level (spin up / spin down) in eV: -6.33 / -8.54
ΔE to the lowest compared entry with this formula, charge and spin in eV: 0.000

Structure (ORCA input):
```
! wB97M-V def2-TZVPD RIJCOSX def2/J DEFGRID3
* xyz 0 3
H -1.51 -1.52 2.53
C 3.27 -0.97 -0.97
N -2.76 -0.69 0.95
N 2.54 2.16 -0.25
H -1.95 0.37 3.62
H 1.29 3.76 0.51
C -1.20 -2.05 -3.67
C 0.29 -4.41 -2.45
H 3.75 3.24 2.54
C 0.26 -1.64 -3.95
Pt 0.01 0.79 1.75
H -1.83 1.16 -1.79
H -0.17 -4.46 -3.45
C 3.85 -2.15 -0.51
C -4.43 -2.23 1.05
H 0.44 -1.89 -5.01
C 3.36 4.28 -0.20
C -1.21 -2.79 -1.22
H -1.82 -1.30 -4.19
N 2.45 -0.44 0.03
C 1.35 -3.36 -2.42
H 3.44 5.34 -0.03
H -1.69 -4.80 -1.72
C 1.36 -2.22 -3.12
H 3.68 -3.15 1.50
H 2.20 -3.62 -1.78
H 3.39 -0.47 -1.93
C 3.45 3.06 3.58
H 4.07 2.28 4.03
H -0.48 -4.60 -0.42
O 0.96 3.57 2.95
H -5.34 -2.78 0.85
H -2.67 -1.56 -2.16
C 2.25 3.50 0.09
H -1.16 -2.40 -0.20
H -3.10 2.14 2.80
C -3.71 2.54 -0.41
H -1.28 -0.48 -1.41
H -4.43 -0.51 -0.41
C -1.17 0.58 -1.13
C 0.30 0.99 -1.42
C -1.69 -2.06 -2.25
H -1.41 -3.01 -4.14
C -3.99 -1.09 0.40
H 1.99 -1.06 2.04
H 4.50 -2.81 -1.06
O 1.78 1.23 2.75
H 5.36 3.71 -1.07
C -2.42 -1.64 1.94
C 3.84 2.14 -0.81
N -3.02 1.91 0.64
C 4.36 3.42 -0.76
H 2.31 -1.68 -3.25
C -0.81 -4.21 -1.39
S 1.74 2.54 3.63
H 0.35 -0.54 -3.91
H 0.31 2.04 -1.75
C -4.55 3.52 0.12
C -3.44 -2.57 2.04
H 0.77 -5.38 -2.23
P 1.39 0.91 0.01
C -1.00 0.91 3.60
H -0.32 0.48 4.34
H -3.48 -3.40 2.75
H -1.18 1.98 3.80
C 2.54 -1.29 1.14
H 3.47 3.99 4.15
H -5.18 4.19 -0.44
H 4.26 1.24 -1.22
C -4.40 3.48 1.55
H -4.89 4.13 2.26
H 0.75 0.39 -2.23
C -3.48 2.48 1.85
C 3.40 -2.34 0.83
O 1.41 2.22 5.01
P -1.81 0.67 0.55
H -3.53 2.25 -1.44
*
```